(1)
{"formula": "C53H59B3N8O19", "method": "ωB97M-V with the def2-TZVPD basis set", "lumo_energy_ha": -0.0326, "max_force_ha_per_bohr": 0.023, "multiplicity": 1, "gap_ev": 7.628, "e_homo_ev": -8.5, "smiles": "CC(=O)OCCCCB1OBOB(CCCCCN)O1.O=[N+]([O-])c1ccccc1.O=[N+]([O-])c1ccccc1.O=[N+]([O-])c1ccccc1.O=[N+]([O-])c1ccccc1.O=[N+]([O-])c1ccccc1.O=[N+]([O-])c1ccccc1.O=[N+]([O-])c1ccccc1", "total_charge": 0, "species": ["C", "C", "O", "O", "C", "C", "C", "C", "B", "O", "B", "O", "B", "C", "C", "C", "C", "C", "N", "O", "H", "H", "H", "H", "H", "H", "H", "H", "H", "H", "H", "H", "H", "H", "H", "H", "H", "H", "H", "H", "H", "H", "H", "H", "O", "N", "O", "C", "C", "C", "C", "C", "C", "H", "H", "H", "H", "H", "O", "N", "O", "C", "C", "C", "C", "C", "C", "H", "H", "H", "H", "H", "O", "N", "O", "C", "C", "C", "C", "C", "C", "H", "H", "H", "H", "H", "O", "N", "O", "C", "C", "C", "C", "C", "C", "H", "H", "H", "H", "H", "O", "N", "O", "C", "C", "C", "C", "C", "C", "H", "H", "H", "H", "H", "O", "N", "O", "C", "C", "C", "C", "C", "C", "H", "H", "H", "H", "H", "O", "N", "O", "C", "C", "C", "C", "C", "C", "H", "H", "H", "H", "H"], "positions_angstrom": [[2.95, 2.02, 6.16], [2.84, 0.52, 6.06], [3.67, -0.13, 5.49], [1.81, -0.09, 6.70], [0.54, -0.03, 5.99], [0.10, -1.42, 5.58], [0.56, -1.85, 4.16], [1.77, -2.83, 4.20], [1.50, -4.25, 3.59], [0.43, -5.06, 3.96], [0.62, -6.36, 3.54], [0.88, -6.55, 2.19], [1.95, -5.75, 1.79], [2.67, -6.00, 0.41], [3.84, -5.03, 0.15], [3.45, -3.76, -0.61], [2.62, -2.75, 0.22], [1.10, -3.04, 0.19], [0.40, -1.93, -0.47], [2.40, -4.74, 2.64], [1.99, 2.53, 6.29], [3.58, 2.25, 7.02], [3.45, 2.38, 5.26], [-0.19, 0.39, 6.69], [0.59, 0.65, 5.14], [-1.00, -1.42, 5.59], [0.39, -2.17, 6.33], [-0.28, -2.27, 3.61], [0.92, -0.94, 3.67], [2.60, -2.40, 3.64], [2.11, -2.97, 5.23], [0.65, -7.27, 4.31], [3.06, -7.03, 0.49], [1.93, -6.01, -0.40], [4.59, -5.56, -0.44], [4.31, -4.76, 1.10], [2.94, -3.96, -1.56], [4.39, -3.25, -0.87], [2.76, -1.77, -0.26], [3.02, -2.66, 1.23], [0.94, -3.96, -0.38], [0.75, -3.13, 1.23], [-0.59, -2.11, -0.59], [0.51, -1.11, 0.12], [5.05, -0.44, -4.08], [4.00, -0.63, -3.51], [3.87, -0.67, -2.30], [2.80, -0.84, -4.33], [2.93, -0.83, -5.71], [1.80, -1.03, -6.49], [0.57, -1.24, -5.89], [0.45, -1.24, -4.50], [1.58, -1.04, -3.71], [3.89, -0.66, -6.17], [1.89, -1.03, -7.57], [-0.31, -1.40, -6.50], [-0.51, -1.40, -4.03], [1.49, -1.05, -2.63], [-2.06, -1.58, -2.13], [-2.82, -0.70, -1.79], [-2.79, -0.15, -0.71], [-3.85, -0.27, -2.75], [-3.94, -0.92, -3.97], [-4.91, -0.53, -4.86], [-5.78, 0.50, -4.54], [-5.68, 1.14, -3.32], [-4.71, 0.76, -2.41], [-3.25, -1.72, -4.22], [-4.99, -1.03, -5.82], [-6.54, 0.81, -5.25], [-6.36, 1.95, -3.06], [-4.62, 1.25, -1.45], [-1.71, 2.50, 4.79], [-2.85, 2.31, 5.18], [-3.21, 2.41, 6.34], [-3.85, 1.92, 4.17], [-3.43, 1.75, 2.86], [-4.36, 1.35, 1.92], [-5.69, 1.14, 2.29], [-6.08, 1.34, 3.61], [-5.16, 1.73, 4.56], [-2.40, 1.90, 2.59], [-4.05, 1.19, 0.90], [-6.41, 0.83, 1.55], [-7.11, 1.18, 3.89], [-5.46, 1.88, 5.59], [-2.43, 0.34, -6.70], [-2.83, 1.47, -6.45], [-4.01, 1.75, -6.32], [-1.84, 2.53, -6.28], [-0.50, 2.24, -6.45], [0.43, 3.26, -6.30], [0.01, 4.54, -5.98], [-1.35, 4.81, -5.80], [-2.28, 3.80, -5.95], [-0.18, 1.24, -6.70], [1.48, 3.05, -6.44], [0.73, 5.34, -5.87], [-1.68, 5.81, -5.54], [-3.33, 4.01, -5.81], [8.91, -5.72, 1.60], [7.75, -5.48, 1.85], [6.83, -5.65, 1.07], [7.42, -4.94, 3.18], [8.45, -4.70, 4.07], [8.15, -4.16, 5.31], [6.83, -3.88, 5.65], [5.81, -4.14, 4.74], [6.10, -4.67, 3.50], [9.47, -4.92, 3.80], [8.94, -3.96, 6.02], [6.60, -3.45, 6.61], [4.78, -3.91, 5.00], [5.31, -4.87, 2.79], [-0.09, 2.10, 2.48], [0.76, 1.71, 1.70], [0.60, 0.76, 0.95], [2.04, 2.42, 1.64], [2.25, 3.48, 2.50], [3.48, 4.13, 2.46], [4.46, 3.72, 1.57], [4.22, 2.65, 0.71], [3.00, 1.99, 0.74], [1.48, 3.80, 3.19], [3.67, 4.97, 3.12], [5.41, 4.22, 1.54], [4.98, 2.33, 0.01], [2.81, 1.16, 0.08], [-4.64, 5.76, -3.94], [-5.59, 5.87, -4.69], [-5.53, 5.83, -5.90], [-6.92, 6.08, -4.08], [-7.02, 6.16, -2.71], [-8.26, 6.38, -2.14], [-9.38, 6.50, -2.95], [-9.26, 6.40, -4.33], [-8.02, 6.19, -4.91], [-6.14, 6.07, -2.08], [-8.36, 6.45, -1.06], [-10.36, 6.66, -2.50], [-10.14, 6.49, -4.96], [-7.92, 6.12, -5.98]]}

(2)
{"formula": "C27H54O15S4", "method": "ωB97M-V with the def2-TZVPD basis set", "lumo_energy_ha": 0.0163, "max_force_ha_per_bohr": 0.069, "multiplicity": 1, "gap_ev": 9.059, "e_homo_ev": -8.6, "total_charge": 0, "species": ["C", "S", "O", "C", "H", "H", "H", "H", "H", "H", "C", "S", "O", "C", "H", "H", "H", "H", "H", "H", "C", "S", "O", "C", "H", "H", "H", "H", "H", "H", "C", "S", "O", "C", "H", "H", "H", "H", "H", "H", "C", "O", "C", "O", "O", "C", "H", "H", "H", "H", "H", "H", "O", "C", "O", "C", "C", "C", "H", "H", "H", "H", "H", "H", "O", "C", "O", "C", "C", "C", "H", "H", "H", "H", "H", "H", "O", "C", "O", "C", "C", "C", "H", "H", "H", "H", "H", "H", "O", "C", "O", "C", "C", "C", "H", "H", "H", "H", "H", "H"], "positions_angstrom": [[12.58, 18.11, 11.42], [12.54, 16.55, 10.51], [13.53, 15.66, 11.16], [10.84, 16.10, 10.87], [13.55, 18.49, 11.24], [12.44, 17.95, 12.46], [11.82, 18.72, 10.95], [10.26, 16.96, 10.45], [10.64, 16.04, 11.96], [10.62, 15.13, 10.42], [9.84, 8.65, 13.49], [8.98, 9.44, 12.19], [8.56, 10.77, 12.62], [10.27, 9.59, 11.14], [10.65, 9.35, 13.71], [10.27, 7.70, 13.11], [9.26, 8.52, 14.37], [9.84, 9.98, 10.24], [10.68, 8.56, 11.00], [11.08, 10.20, 11.50], [7.14, 13.55, 12.59], [8.79, 13.80, 12.91], [9.03, 15.24, 13.29], [9.01, 13.01, 14.53], [6.57, 13.74, 13.53], [7.01, 12.52, 12.20], [6.84, 14.26, 11.79], [9.88, 13.61, 14.85], [9.31, 11.94, 14.60], [8.23, 13.17, 15.21], [12.40, 12.88, 13.28], [13.53, 13.63, 14.56], [13.86, 12.66, 15.66], [15.08, 13.66, 13.44], [11.56, 12.43, 13.92], [12.91, 12.07, 12.74], [11.95, 13.75, 12.69], [14.79, 14.08, 12.47], [15.29, 12.60, 13.24], [15.87, 14.25, 13.86], [17.06, 17.46, 13.19], [16.77, 16.58, 14.29], [15.52, 16.87, 14.75], [14.69, 17.54, 14.20], [15.33, 16.35, 15.98], [14.08, 16.58, 16.61], [17.08, 18.43, 13.73], [16.24, 17.25, 12.41], [18.03, 17.08, 12.90], [14.00, 15.84, 17.39], [13.31, 16.39, 15.84], [13.90, 17.60, 17.03], [14.24, 9.55, 12.40], [14.33, 9.46, 13.62], [13.16, 9.25, 14.32], [13.54, 9.25, 15.76], [14.97, 9.62, 15.88], [15.55, 9.36, 14.50], [13.31, 8.32, 16.24], [12.83, 9.98, 16.09], [15.50, 9.08, 16.67], [15.06, 10.67, 16.04], [15.91, 8.38, 14.31], [16.32, 9.94, 14.06], [18.25, 9.24, 18.97], [17.57, 10.24, 18.94], [16.22, 10.22, 18.67], [15.70, 11.62, 18.67], [16.68, 12.45, 19.46], [17.99, 11.65, 19.11], [14.70, 11.60, 19.06], [15.64, 11.95, 17.62], [16.63, 12.42, 20.57], [16.66, 13.50, 19.22], [18.68, 11.62, 19.93], [18.37, 12.03, 18.17], [18.04, 11.60, 14.35], [18.13, 12.51, 15.09], [17.36, 12.66, 16.22], [17.49, 13.98, 16.67], [18.75, 14.58, 16.09], [18.83, 13.81, 14.86], [17.54, 14.03, 17.74], [16.71, 14.61, 16.26], [19.62, 14.43, 16.79], [18.49, 15.63, 15.97], [19.80, 13.76, 14.41], [18.16, 14.28, 14.05], [18.59, 14.24, 11.57], [17.78, 13.53, 10.99], [16.81, 14.01, 10.12], [15.85, 13.03, 9.92], [16.40, 11.62, 10.43], [17.76, 12.03, 11.01], [15.65, 13.07, 8.89], [15.10, 13.40, 10.54], [16.61, 10.96, 9.53], [15.76, 11.15, 11.18], [18.63, 11.69, 10.33], [17.89, 11.83, 12.07]]}

(3)
{"formula": "C20H30BF2N5PS6V", "method": "ωB97M-V with the def2-TZVPD basis set", "lumo_energy_ha": [-0.1885, -0.1923], "relative_energy_ev": 0.000, "s_squared": 2.042, "max_force_ha_per_bohr": 0.009, "multiplicity": 3, "gap_ev": [7.059, 6.954], "e_homo_ev": [-12.2, -12.2], "total_charge": 2, "species": ["V", "C", "C", "S", "C", "C", "S", "C", "C", "S", "H", "H", "H", "H", "H", "H", "H", "H", "H", "H", "H", "H", "F", "B", "F", "C", "N", "C", "N", "C", "N", "C", "P", "C", "C", "H", "H", "H", "H", "H", "H", "H", "H", "H", "H", "H", "H", "H", "S", "C", "S", "C", "N", "N", "C", "C", "C", "C", "C", "C", "S", "H", "H", "H", "H", "H"], "positions_angstrom": [[-0.78, -0.76, 0.31], [1.14, -2.12, 2.67], [2.08, -2.22, 1.48], [1.62, -1.11, 0.10], [1.76, -2.25, -1.31], [0.79, -3.41, -1.27], [-0.94, -2.87, -0.97], [-1.51, -4.01, 0.32], [-0.76, -3.94, 1.64], [-0.63, -2.23, 2.27], [1.24, -1.15, 3.17], [1.37, -2.89, 3.41], [2.12, -3.23, 1.10], [3.09, -1.96, 1.80], [2.79, -2.61, -1.35], [1.59, -1.62, -2.18], [1.05, -4.14, -0.50], [0.79, -3.93, -2.23], [-1.47, -5.03, -0.08], [-2.56, -3.76, 0.45], [0.25, -4.34, 1.54], [-1.28, -4.54, 2.39], [-3.27, -0.98, -1.87], [-2.46, -0.33, -1.05], [-2.92, -0.07, 0.25], [-0.29, 4.35, 2.69], [0.34, 3.22, 3.54], [-0.69, 2.82, 4.61], [-1.93, 2.45, 4.02], [-2.46, 3.55, 3.22], [-1.53, 3.93, 2.15], [-1.41, 2.90, 1.12], [-0.74, 1.30, 1.80], [0.72, 2.05, 2.69], [-1.86, 1.20, 3.28], [0.42, 4.60, 1.91], [-0.42, 5.19, 3.36], [1.17, 3.59, 4.00], [-0.81, 3.70, 5.25], [-0.26, 2.00, 5.19], [-2.63, 4.42, 3.86], [-3.41, 3.25, 2.78], [-0.76, 3.26, 0.32], [-2.39, 2.72, 0.68], [1.46, 2.38, 1.96], [1.19, 1.30, 3.33], [-1.53, 0.39, 3.94], [-2.86, 0.93, 2.94], [0.43, -1.55, -6.57], [-0.03, -0.60, -5.34], [-0.79, -1.21, -3.86], [-0.73, 0.40, -3.20], [-0.25, 1.28, -3.98], [0.11, 0.75, -5.17], [0.68, 1.63, -6.16], [1.80, 2.37, -5.82], [2.35, 3.23, -6.77], [1.78, 3.33, -8.03], [0.65, 2.58, -8.35], [0.09, 1.73, -7.41], [-1.17, 0.93, -1.57], [2.23, 2.28, -4.84], [3.23, 3.81, -6.52], [2.21, 3.99, -8.76], [0.21, 2.66, -9.33], [-0.78, 1.14, -7.65]]}